Density functional theory data (ωB97M-V/def2-TZVPD) for a structure of composition C39H55N12O7P2S3Tl.

Each line ends with the Löwdin charge.
Element x y z (Å)
Tl -0.02 0.54 0.46  0.86
C -2.38 -2.62 -0.31  -0.19
C -1.02 -3.07 0.10  -0.11
C 0.01 -3.03 -1.03  -0.33
C 1.13 -3.98 -0.69  -0.03
C 2.37 -3.57 -0.53  -0.07
C 2.79 -2.19 -0.86  -0.05
C 1.84 -1.34 -1.28  -0.15
N 0.46 -1.64 -1.33  -0.12
N -3.07 -1.91 0.77  -0.13
C -4.37 -1.34 0.34  -0.13
C -4.26 -0.31 -0.78  -0.25
C -4.14 -0.68 -2.13  -0.02
C -4.11 0.30 -3.12  -0.05
C -4.13 1.61 -2.72  -0.09
C -4.29 1.89 -1.37  -0.16
N -4.41 0.97 -0.41  0.12
C -3.29 -2.70 1.96  -0.14
C -3.02 -1.93 3.24  -0.27
C -3.58 -2.20 4.45  -0.04
C -3.29 -1.40 5.58  -0.09
C -2.51 -0.29 5.45  -0.07
C -1.97 -0.08 4.18  -0.14
N -2.24 -0.85 3.14  0.13
H -3.05 -3.43 -0.64  0.13
H -2.24 -1.94 -1.14  0.10
H -1.03 -4.07 0.54  0.12
H -0.67 -2.33 0.81  0.07
H 0.86 -5.01 -0.64  0.11
H 3.18 -4.19 -0.19  0.09
H 3.79 -1.87 -0.64  0.09
H 1.99 -0.28 -1.51  0.05
H -4.86 -0.81 1.14  0.11
H -5.09 -2.12 -0.02  0.12
H -3.95 -1.69 -2.44  0.10
H -4.01 0.00 -4.18  0.11
H -4.12 2.43 -3.41  0.10
H -4.36 2.93 -1.02  0.10
H -2.59 -3.53 1.93  0.12
H -4.31 -3.14 2.03  0.13
H -4.18 -3.08 4.60  0.10
H -3.79 -1.65 6.53  0.10
H -2.32 0.45 6.21  0.10
H -1.31 0.75 3.98  0.07
C 2.04 -3.13 5.00  -0.17
N 1.46 -2.30 3.99  -0.29
C 0.47 -2.95 3.15  -0.15
P 2.49 -1.16 3.15  0.33
O 1.63 -0.43 2.19  -0.47
O 3.74 -1.81 2.64  -0.35
P 2.61 2.88 0.33  0.71
O 1.49 2.22 -0.57  -0.74
N 3.96 1.99 -0.21  -0.39
C 4.03 1.24 -1.45  -0.16
C 5.05 1.70 0.71  -0.16
N 2.89 4.37 -0.49  -0.40
C 3.15 4.42 -1.91  -0.16
C 2.04 5.50 -0.13  -0.19
N 2.98 -0.22 4.54  -0.31
C 1.91 0.61 5.12  -0.14
C 4.18 0.55 4.33  -0.17
H 1.26 -3.56 5.64  0.07
H 2.73 -2.56 5.62  0.06
H 2.64 -4.00 4.61  0.08
H -0.40 -3.39 3.69  0.08
H 0.85 -3.70 2.43  0.08
H 0.01 -2.15 2.54  0.03
H 3.07 1.34 -1.96  0.02
H 4.20 0.16 -1.28  0.07
H 4.82 1.63 -2.13  0.08
H 5.01 2.36 1.57  0.04
H 6.04 1.77 0.24  0.06
H 4.93 0.67 1.10  0.08
H 3.95 3.72 -2.18  0.06
H 3.53 5.42 -2.19  0.07
H 2.24 4.18 -2.52  0.06
H 1.99 5.72 0.96  0.07
H 0.99 5.43 -0.47  0.06
H 2.47 6.39 -0.57  0.05
H 1.04 0.01 5.33  0.05
H 1.59 1.36 4.37  0.07
H 2.36 1.13 5.99  0.08
H 4.96 -0.10 3.92  0.07
H 4.56 0.98 5.26  0.06
H 3.96 1.42 3.69  0.07
O 0.07 3.52 -3.18  -0.37
C -0.99 3.83 -2.34  -0.37
O -1.56 3.06 -1.64  0.05
H -1.28 4.89 -2.43  0.15
N -1.73 -6.12 -2.53  0.04
C -1.50 -5.02 -2.81  -0.47
N -1.24 -3.79 -3.19  0.08
C -0.50 -2.98 -2.44  -0.39
N -0.11 -1.76 -2.69  0.17
O -2.98 0.97 -6.62  -0.31
S -1.63 1.49 -6.76  0.66
O -1.31 2.40 -7.82  -0.30
N -1.13 2.24 -5.36  -0.04
C -0.25 1.51 -4.77  -0.57
S 0.51 1.88 -3.29  1.13
C 0.21 0.28 -5.50  -0.21
C 1.18 -0.61 -5.10  -0.05
C 1.35 -1.74 -5.82  -0.07
C 0.65 -1.94 -6.99  -0.06
C -0.25 -0.99 -7.49  -0.04
C -0.48 0.10 -6.69  -0.21
H 1.71 -0.50 -4.14  0.10
H 1.95 -2.57 -5.43  0.12
H 0.81 -2.82 -7.59  0.10
H -0.84 -1.18 -8.39  0.12
C -2.83 2.54 2.10  -0.46
S -2.15 3.38 3.54  0.72
C -0.76 4.23 2.81  -0.44
H -3.72 1.93 2.43  0.05
H -2.10 1.90 1.58  -0.06
H -3.21 3.31 1.43  0.02
H -0.23 3.67 2.03  0.02
H -0.03 4.40 3.62  0.03
H -1.01 5.19 2.40  0.02

Its spin multiplicity is 1. The HOMO-LUMO gap comes out at 6.21 eV. The LUMO energy is 3.512 eV. The calculation puts the HOMO energy at -2.701 eV. Its net charge is -2.


Density functional theory data (ωB97M-V/def2-TZVPD) for a cluster of 2 separate species, C4H11O2P in total.

Each line ends with the Löwdin charge.
Element x y z (Å)
C -2.23 -0.04 -0.68  -0.08
C 3.45 -1.27 0.35  0.09
C -0.15 2.18 0.18  -0.21
C -0.81 -0.67 -0.66  -0.57
O -0.38 0.00 1.78  -0.38
O -0.81 -1.90 -0.09  -0.08
P 0.20 0.36 0.49  0.81
H -3.04 -0.76 -0.34  0.12
H -2.20 0.80 -0.07  0.01
H -2.46 0.29 -1.69  0.08
H 3.32 -2.22 0.75  -0.03
H 3.55 -1.19 -0.71  -0.01
H 3.59 -0.50 1.01  -0.05
H 0.48 2.73 0.88  0.04
H 0.07 2.29 -0.90  0.05
H -1.07 2.43 0.61  0.01
H -0.44 -0.72 -1.74  0.14
H -1.06 -1.81 0.84  0.08

Its spin multiplicity is 3. Its expectation value of S² is 2.007. The HOMO-LUMO gap (spin up / spin down) comes out at 8.96 / 8.36 eV. The energy above the lowest of the compared OMol25 structures with the same formula, charge and spin is 0.369 eV. The LUMO energy (spin up / spin down) is 0.918 / -1.478 eV. The calculation puts the HOMO energy (spin up / spin down) at -8.044 / -9.841 eV. Its net charge is 0.


Density functional theory data (ωB97M-V/def2-TZVPD) for a cluster of 2 separate species, CH6S4 in total.

Each line ends with the Löwdin charge.
Element x y z (Å)
C 1.09 -0.06 0.87  -0.48
S 2.50 0.69 -0.01  0.35
S 3.31 -0.92 -1.00  0.31
H 1.14 -0.06 1.96  0.03
H 1.12 -1.11 0.56  0.00
H 0.19 0.48 0.61  0.01
H 4.48 -0.72 -0.42  -0.22
S -3.17 -0.48 -1.24  0.18
S -4.54 0.69 -0.45  0.19
H -2.15 0.37 -1.58  -0.18
H -3.97 1.12 0.70  -0.19

Its spin multiplicity is 1. The HOMO-LUMO gap comes out at 9.14 eV. The energy above the lowest of the compared OMol25 structures with the same formula, charge and spin is 0.507 eV. The LUMO energy is 0.414 eV. The calculation puts the HOMO energy at -8.726 eV. As for the SMILES: CSS.SS. Its net charge is 0.


Density functional theory data (ωB97M-V/def2-TZVPD) for a cluster of 2 separate species, C6H16O in total.

Each line ends with the Löwdin charge.
Element x y z (Å)
C -0.73 -2.04 0.07  -0.10
C 0.55 -1.18 0.22  -0.25
C 0.53 0.13 -0.56  -0.24
C -0.52 1.11 -0.06  -0.22
C -0.30 1.61 1.38  -0.25
C 1.15 1.87 1.78  -0.12
H -1.40 -1.58 -0.66  0.05
H -0.57 -3.05 -0.28  0.06
H -1.25 -2.11 1.01  0.06
H 0.76 -0.93 1.26  0.09
H 1.39 -1.81 -0.09  0.10
H 1.52 0.61 -0.56  0.11
H 0.39 -0.12 -1.61  0.09
H -1.49 0.62 -0.12  0.10
H -0.61 1.96 -0.73  0.11
H -0.84 2.55 1.50  0.10
H -0.76 0.89 2.07  0.10
H 1.64 2.48 1.03  0.07
H 1.75 0.95 1.85  0.06
H 1.22 2.37 2.74  0.07
O -1.19 -1.42 -3.38  -0.07
H -0.63 -0.81 -3.86  0.03
H -0.60 -2.10 -2.99  0.04

Its spin multiplicity is 1. The HOMO-LUMO gap comes out at 11.72 eV. The energy above the lowest of the compared OMol25 structures with the same formula, charge and spin is 0.293 eV. The LUMO energy is 0.844 eV. The calculation puts the HOMO energy at -10.873 eV. As for the SMILES: CCCCCC.O. Its net charge is 0.


Density functional theory data (ωB97M-V/def2-TZVPD) for a structure of composition C19H23F2O4PSi2.

Each line ends with the Löwdin charge.
Element x y z (Å)
O 3.97 -4.26 1.80  -0.39
P 5.40 -3.27 1.70  0.70
O 6.01 -2.81 3.27  -0.41
Si 5.19 -1.58 0.32  0.37
O 3.65 -0.75 0.39  -0.54
Si 3.44 0.15 1.89  0.59
C 2.07 -0.68 3.01  -0.29
O 2.08 -2.15 2.90  -0.25
C 0.97 -2.67 2.10  -0.17
C -0.40 -3.12 2.93  0.01
C -1.72 -3.72 2.12  -0.06
C -1.70 -3.83 0.46  -0.09
C -0.37 -3.41 -0.40  -0.07
C 0.95 -2.85 0.46  0.01
H 4.21 -5.23 2.02  0.08
H 6.90 -3.30 3.35  0.06
H 6.32 -0.66 0.49  -0.05
H 5.33 -2.12 -1.06  -0.05
H 4.70 0.37 2.59  -0.03
H 2.87 1.47 1.52  -0.03
H 2.30 -0.34 4.12  0.11
H 0.98 -0.25 2.77  0.11
H -0.46 -3.05 4.11  0.10
H -2.71 -4.08 2.65  0.08
H -2.63 -4.23 -0.16  0.08
H -0.28 -3.46 -1.59  0.09
H 1.89 -2.59 -0.19  0.08
F 0.61 2.71 1.24  0.05
C 0.35 2.90 -0.06  -0.29
C -0.52 3.91 -0.44  -0.02
C -0.78 4.12 -1.79  -0.10
C -0.18 3.30 -2.75  -0.10
C 0.69 2.28 -2.36  -0.08
C 0.96 2.09 -1.00  -0.01
H -0.99 4.53 0.32  0.12
H -1.46 4.91 -2.10  0.11
H -0.39 3.46 -3.81  0.10
H 1.16 1.64 -3.10  0.11
H 1.64 1.31 -0.68  0.09
F -7.58 2.24 -3.05  0.06
C -6.31 2.17 -2.66  -0.29
C -5.75 3.23 -1.95  -0.02
C -4.42 3.16 -1.53  -0.08
C -3.66 2.03 -1.84  -0.09
C -4.22 0.98 -2.55  -0.08
C -5.55 1.04 -2.96  -0.02
H -6.36 4.10 -1.72  0.11
H -3.98 3.98 -0.97  0.10
H -2.62 1.98 -1.52  0.09
H -3.62 0.10 -2.80  0.11
H -6.01 0.23 -3.51  0.11

Its spin multiplicity is 1. The HOMO-LUMO gap comes out at 8.36 eV. The LUMO energy is 0.088 eV. The calculation puts the HOMO energy at -8.276 eV. Its net charge is 0.


Density functional theory data (ωB97M-V/def2-TZVPD) for a structure of composition C3H3BrF4.

Each line ends with the Löwdin charge.
Element x y z (Å)
C -1.24 -1.15 0.35  -0.43
C -2.09 -0.18 -0.41  -0.53
C 2.62 0.68 0.11  -0.42
F -1.87 1.13 -0.01  0.01
F -3.40 -0.41 -0.19  0.05
F 3.11 0.60 -1.11  0.05
F 3.41 0.09 0.99  0.05
Br 0.58 -0.98 -0.04  0.91
H -1.47 -1.25 1.40  0.05
H -1.90 -0.19 -1.50  0.14
H 2.24 1.65 0.41  0.12

Its spin multiplicity is 1. The HOMO-LUMO gap (spin up / spin down) comes out at 9.40 / 7.45 eV. The energy above the lowest of the compared OMol25 structures with the same formula, charge and spin is 3.417 eV. The LUMO energy (spin up / spin down) is 0.026 / -1.157 eV. The calculation puts the HOMO energy (spin up / spin down) at -9.377 / -8.603 eV. Its net charge is 0.


Q: What is the net charge in the third record?
A: 0


Q: The highest spin multiplicity belongs to which entry?
A: C4H11O2P


Q: The lowest net charge belongs to which entry?
A: C39H55N12O7P2S3Tl